28
Properties=species:S:1:pos:R:3:forces:R:3:lowdin_charge:R:1 method="wB97M-V/def2-TZVPD" total_energy_ev=-15182.384 e_above_lowest_kj_mol=534.4 e_lumo_ev=-0.33
C 1.2277 1.1062 3.1985 -0.482 -0.298 -0.129 0.094
C 0.8513 2.2858 -0.1048 1.743 1.212 0.223 -0.506
C 2.2059 1.8458 3.5609 0.297 1.210 -0.877 -0.147
C -0.1227 -2.1650 -0.5851 0.299 0.144 -0.448 -0.149
C -0.5219 -1.0416 -1.1855 1.626 0.231 -0.853 -0.258
C 1.0391 1.0305 -0.9208 0.909 -0.774 1.839 -0.012
C -0.2185 0.2507 -0.5452 -0.441 0.424 1.294 -0.180
C -0.9233 0.9492 0.3941 0.871 -1.109 -1.628 -0.262
C -0.1040 -3.5416 -1.0955 -4.345 -1.023 -1.059 -0.102
C -0.7703 -0.8450 -2.6916 -1.298 -0.610 0.302 -0.046
C -2.0865 0.5672 1.2229 -1.327 0.056 -0.288 -0.021
N -0.2627 2.1563 0.6133 -1.348 1.597 1.888 0.109
O 1.6033 3.2341 0.0840 0.249 -0.241 -0.651 0.020
H 2.9220 1.6213 4.3143 0.399 -0.246 0.617 0.041
H 2.3664 2.7810 2.9703 -0.255 -0.665 0.269 0.078
H 0.4090 -2.0668 0.3173 0.083 0.410 1.527 0.098
H 1.1681 1.1701 -1.9625 0.124 0.445 -1.043 0.100
H 2.0689 0.5994 -0.5386 -2.083 0.386 -0.600 0.179
H -0.9933 -4.1410 -0.5927 1.327 1.186 -0.813 0.111
H -0.4632 -3.4875 -2.1901 1.248 -0.749 1.378 0.093
H 0.7007 -4.1808 -0.7940 0.971 0.107 -0.539 0.056
H -0.1527 -1.4841 -3.3511 -0.380 -0.042 0.506 0.074
H -1.8817 -1.1116 -2.8423 1.620 0.950 -0.449 0.107
H -0.4567 0.2022 -2.9363 -1.029 -0.875 0.003 0.076
H -3.1391 0.7695 0.8363 1.449 0.242 0.071 0.102
H -1.9694 1.1301 2.1607 -0.253 -0.737 0.062 0.076
H -2.0675 -0.5225 1.3113 0.077 0.225 0.593 0.079
H -0.4290 2.8880 1.3520 -0.053 -1.456 -1.194 0.188